The following is a DFT calculation (wB97M-V/def2-TZVPD) of 5 unconnected molecules or ions with the total composition C3H16NO4 at a distorted geometry.

```
24
Properties=species:S:1:pos:R:3:forces:R:3:mulliken_charge:R:1
C -0.3935 -0.3451 -1.8924 -1.8 0.9 1.7 -1.189
C -0.5977 0.4248 -0.5125 -2.7 3.5 -0.2 -0.233
C -0.1298 -1.1995 1.2696 -2.6 1.1 -2.1 -0.218
N -1.0270 -0.3568 0.6937 8.3 -4.0 -0.2 0.100
H 0.6085 -0.4501 -2.1897 1.3 0.2 -0.3 0.285
H -0.7470 -1.3294 -1.6627 -0.4 -0.8 -0.3 0.487
H -1.0215 0.1023 -2.7091 0.7 -0.4 1.0 0.303
H 0.1462 1.2453 -0.2114 -0.7 -1.7 -0.6 0.326
H -1.6146 1.0712 -0.5653 2.5 -1.2 -0.6 0.296
H -0.3071 -2.0862 1.9299 -0.6 1.5 0.1 0.323
H 0.8759 -1.1916 0.8711 -0.6 0.0 -0.5 0.326
H -1.7901 -0.0128 1.1340 -4.0 0.6 1.7 0.216
H -4.0450 0.2941 0.6365 -0.4 -0.3 -0.5 0.326
H -3.9171 1.0510 1.9651 1.3 -0.4 -1.9 0.319
O -3.3994 0.7987 1.1224 -1.1 0.8 2.5 -0.680
H 2.8591 -2.9786 0.2142 4.7 -4.0 -1.8 0.280
H 2.6066 -1.6241 0.9104 1.3 0.3 0.1 0.377
O 2.2670 -2.3982 0.4765 -5.3 3.3 1.4 -0.609
H 1.1416 3.1817 -2.0057 0.8 0.7 0.0 0.304
H 0.4387 2.4387 -3.1768 0.1 0.4 1.1 0.309
O 0.4128 2.6188 -2.2085 -0.9 -1.0 -1.1 -0.605
H 3.0928 0.7583 1.7760 1.1 1.0 0.0 0.299
H 2.0436 -0.0672 2.5474 1.6 0.4 -3.3 0.365
O 2.4971 0.0548 1.5874 -2.6 -1.1 3.6 -0.709
```
Positions in Å, forces in eV/Å.

The calculation puts the energy above the lowest of the compared OMol25 structures with the same formula, charge and spin at 3.247 eV. Its energy is -13041.890 eV. For the orbital gap, the calculation gives 9.82 eV. The charge is +1.

The following is a DFT calculation (wB97M-V/def2-TZVPD) of 2 unconnected molecules or ions with the total composition C54H59N3O2 at a distorted geometry.

```
118
Properties=species:S:1:pos:R:3:forces:R:3:mulliken_charge:R:1
C -3.9570 1.5151 -2.7642 0.0 -0.2 0.1 -1.446
C -2.7076 2.0534 -3.4585 0.4 -0.2 0.0 1.623
C -3.0533 3.1634 -4.4517 0.1 0.0 -0.1 -1.449
C -1.9163 0.9313 -4.1375 0.1 0.3 0.3 0.757
C -2.4908 0.2219 -5.1906 0.1 -0.2 -0.1 -0.160
C -1.7810 -0.7874 -5.8383 0.0 0.2 0.1 -1.534
C -0.4755 -1.0874 -5.4502 -0.1 0.0 -0.1 -0.516
C 0.1342 -0.3863 -4.4131 0.2 0.0 0.5 0.791
C 1.5558 -0.7209 -3.9585 -0.1 0.4 -0.2 2.217
C 2.4794 -1.1217 -5.1122 -0.1 0.1 0.0 -1.881
C 1.5505 -1.8084 -2.8885 -0.2 -0.1 0.2 -1.141
C -0.6031 0.6137 -3.7464 0.0 0.0 -0.3 -2.045
N 0.0040 1.3442 -2.6569 0.5 0.3 0.8 1.956
N 0.7747 2.4267 -2.9073 0.4 1.2 0.8 -1.165
N 1.1244 2.8803 -1.6836 -1.3 -1.9 -1.5 1.652
C 1.9099 4.0872 -1.5401 0.2 0.1 0.0 -1.847
C 1.2540 5.3111 -1.3376 -0.5 -0.1 -0.1 0.752
C -0.2766 5.4192 -1.3236 0.4 -0.3 -0.1 1.475
C -0.7821 6.3295 -2.4457 0.1 -0.1 -0.1 -1.500
C -0.7961 5.8957 0.0315 0.0 0.0 0.1 -1.373
C 2.0307 6.4551 -1.1652 0.1 -0.1 0.0 -0.195
C 3.4212 6.3775 -1.1944 0.0 -0.1 0.0 -1.734
C 4.0562 5.1553 -1.4020 -0.1 0.1 0.0 -0.176
C 3.3076 3.9929 -1.5811 0.1 -0.5 -0.1 0.913
C 4.0131 2.6537 -1.8287 -0.5 0.2 0.0 1.295
C 4.8519 2.2262 -0.6254 0.0 0.0 0.1 -1.358
C 4.8602 2.7035 -3.1018 -0.2 0.0 -0.1 -1.623
C 0.6427 2.0740 -0.6854 1.1 1.9 -0.8 0.543
C 0.9831 2.3606 0.6982 0.2 0.1 1.5 -0.082
C -0.0863 1.0525 -1.2729 -1.1 -1.9 -1.3 1.191
C -0.7435 -0.0602 -0.7947 0.3 0.8 0.0 -1.723
H -3.6771 0.7681 -2.0125 -0.1 0.1 -0.1 0.318
H -4.4947 2.3288 -2.2643 0.0 -0.1 -0.1 0.438
H -4.6316 1.0465 -3.4913 0.0 0.1 0.1 0.303
H -2.0461 2.4739 -2.6924 -0.2 0.0 -0.1 -0.716
H -2.1387 3.5754 -4.8942 -0.2 0.0 0.0 0.349
H -3.6888 2.7787 -5.2594 0.1 0.1 0.1 0.295
H -3.5868 3.9740 -3.9431 0.0 -0.1 -0.1 0.408
H -3.5067 0.4789 -5.5082 0.4 -0.2 0.1 0.373
H -2.2406 -1.3320 -6.6591 0.1 0.1 0.1 0.370
H 0.0855 -1.8731 -5.9659 -0.3 0.3 0.2 0.244
H 1.9435 0.2094 -3.5190 0.1 -0.3 -0.1 -0.605
H 2.4416 -0.3870 -5.9235 0.0 -0.1 0.1 0.415
H 3.5117 -1.1745 -4.7478 -0.1 -0.1 -0.1 0.445
H 2.2066 -2.1080 -5.5082 0.1 0.2 0.0 0.370
H 0.9111 -1.5277 -2.0435 0.2 -0.1 -0.1 0.205
H 1.1683 -2.7460 -3.3151 0.1 0.1 0.1 0.280
H 2.5679 -1.9833 -2.5192 -0.1 0.0 0.0 0.363
H -0.6602 4.4068 -1.5044 -0.1 0.2 0.0 -0.479
H -0.4532 5.9562 -3.4228 -0.1 0.1 0.2 0.351
H -1.8778 6.3588 -2.4392 0.2 0.0 0.0 0.404
H -0.4064 7.3513 -2.3149 -0.1 -0.1 -0.1 0.318
H -0.4673 5.2294 0.8380 -0.1 0.2 -0.1 0.264
H -0.4361 6.9086 0.2488 -0.1 -0.2 0.0 0.306
H -1.8923 5.9114 0.0206 0.2 0.0 0.1 0.430
H 1.5256 7.4134 -1.0049 0.3 -0.3 -0.1 0.374
H 4.0142 7.2767 -1.0513 -0.1 -0.1 0.0 0.345
H 5.1486 5.0858 -1.4269 -0.4 0.1 0.0 0.383
H 3.2185 1.9116 -1.9775 0.3 0.0 0.0 -0.310
H 4.2378 2.1601 0.2821 0.2 0.0 -0.2 0.242
H 5.2950 1.2405 -0.8128 0.0 0.2 0.1 0.456
H 5.6612 2.9448 -0.4457 -0.1 -0.2 0.0 0.278
H 4.2329 2.9508 -3.9667 0.2 0.0 0.1 0.385
H 5.6500 3.4583 -3.0117 -0.1 -0.1 -0.1 0.322
H 5.3260 1.7279 -3.2799 0.0 0.2 0.0 0.436
H 0.5351 1.6038 1.3608 0.2 0.3 -0.2 -0.243
H 2.0757 2.3421 0.8683 -0.4 0.0 0.0 -0.254
H 0.6252 3.3558 1.0169 0.1 -0.4 0.0 -0.330
H -0.8248 -0.1649 0.2786 -0.2 -0.3 -0.2 -0.248
H -1.1911 -0.7351 -1.5165 -0.1 0.0 0.4 0.489
C 5.6129 -2.7922 1.2889 -0.4 0.5 0.2 -0.803
O 5.0636 -1.6268 1.9440 0.0 -0.5 -0.2 -0.471
C 3.7161 -1.5251 2.0798 -0.6 -0.3 0.1 0.763
C 3.2509 -0.4090 2.8209 0.7 -0.6 -0.6 -0.773
C 1.9039 -0.2211 3.0137 -0.9 -0.5 -0.1 -0.223
C 0.9477 -1.1772 2.5540 1.6 -0.1 -0.9 0.756
C -0.4605 -1.0446 2.8098 -2.0 -1.8 1.6 -1.356
C -1.2855 -2.1075 3.2658 1.3 1.9 -1.2 0.617
C -2.6933 -1.9187 3.4666 -1.2 -0.3 0.9 -0.827
C -3.4921 -2.8230 4.1283 0.9 0.6 -0.5 0.306
C -4.9244 -2.5579 4.3713 -0.9 0.4 0.0 0.382
C -5.6567 -1.7830 3.4438 0.0 -0.4 0.2 -0.415
C -7.0294 -1.5841 3.5978 0.1 0.0 0.3 -0.706
C -7.6826 -2.0550 4.7453 0.2 -0.1 0.0 -0.316
C -6.9577 -2.7634 5.7120 0.0 0.3 -0.4 -0.618
C -5.6028 -3.0284 5.5146 0.1 0.0 -0.1 -0.259
C -2.9052 -4.1149 4.5868 -0.8 -0.8 0.7 0.580
O -3.5593 -4.9225 5.2740 0.9 1.1 -1.1 -0.759
C -1.5080 -4.3985 4.1742 0.5 1.1 -0.6 0.118
C -0.9276 -5.7344 4.4099 0.6 -0.8 0.0 0.176
C 0.0047 -6.2646 3.4857 -0.4 0.0 0.3 -0.363
C 0.5684 -7.5271 3.6802 -0.1 0.1 0.3 -0.735
C 0.2800 -8.2543 4.8426 -0.1 0.2 0.0 -0.321
C -0.6249 -7.7358 5.7770 0.1 0.1 -0.4 -0.655
C -1.2523 -6.5143 5.5372 0.0 0.1 0.0 -0.254
C -0.7647 -3.4000 3.5847 -0.1 -1.7 0.6 -1.027
C 1.4371 -2.2550 1.7650 -0.5 0.6 0.5 -0.861
C 2.7872 -2.4525 1.5413 0.9 0.5 0.2 -0.613
H 6.6960 -2.6694 1.3741 -0.3 -0.1 -0.1 0.260
H 5.2922 -3.7179 1.7929 0.1 0.3 -0.1 0.340
H 5.3108 -2.8204 0.2297 0.1 0.0 0.3 0.290
H 4.0021 0.2778 3.2150 -0.3 -0.1 -0.1 0.441
H 1.5599 0.6631 3.5534 0.1 -0.3 0.0 0.475
H -0.8980 -0.0443 2.8402 0.0 -0.2 -0.2 0.408
H -3.1429 -0.9908 3.1059 0.2 -0.1 0.2 0.412
H -5.1379 -1.3652 2.5783 -0.3 -0.3 0.1 0.403
H -7.5859 -1.0591 2.8193 0.2 -0.1 0.3 0.353
H -8.7509 -1.8717 4.8858 0.4 -0.1 -0.1 0.356
H -7.4446 -3.1230 6.6201 0.1 0.1 -0.3 0.359
H -5.0616 -3.6183 6.2479 -0.1 0.2 -0.2 0.373
H 0.2482 -5.6881 2.5896 -0.1 -0.2 0.2 0.432
H 1.2354 -7.9415 2.9218 -0.1 0.1 0.3 0.369
H 0.7479 -9.2249 5.0167 -0.1 0.3 -0.1 0.360
H -0.8600 -8.2815 6.6933 0.1 0.1 -0.3 0.361
H -2.0197 -6.1573 6.2203 0.4 -0.1 -0.1 0.386
H 0.2847 -3.6012 3.3832 -0.2 0.1 0.2 1.070
H 0.7148 -2.9305 1.3007 0.2 0.2 0.2 0.800
H 3.1179 -3.3130 0.9511 -0.1 0.4 0.2 0.414
```
Positions in Å, forces in eV/Å.

Its energy is -65518.540 eV. For the orbital gap, the calculation gives 5.02 eV. The charge is 0.

The following is a DFT calculation (wB97M-V/def2-TZVPD) of a molecular structure, C3H5NO2.

```
11
Properties=species:S:1:pos:R:3:forces:R:3:mulliken_charge:R:1
N 1.5026 -0.4234 0.3024 0.1 0.2 -0.1 -0.648
C 0.2470 -0.1059 -0.3201 -0.1 -0.1 -0.2 0.240
C -1.0819 -0.7088 0.1717 0.0 -0.3 0.0 -0.430
O -1.6774 0.6209 0.1963 0.0 0.1 0.1 -0.328
C -0.4784 1.2173 -0.0585 0.3 0.7 0.0 0.445
O -0.2078 2.3796 -0.0368 -0.2 -0.7 0.0 -0.548
H 1.8281 0.3127 0.9201 -0.1 -0.1 0.0 0.257
H 2.2063 -0.5482 -0.4129 0.1 0.0 0.2 0.266
H 0.3235 -0.2405 -1.4038 -0.1 0.0 0.1 0.252
H -1.6055 -1.3591 -0.5314 0.0 0.1 0.1 0.223
H -1.0565 -1.1445 1.1729 0.1 0.1 -0.1 0.271
```
Positions in Å, forces in eV/Å.

The calculation puts the energy above the lowest of the compared OMol25 structures with the same formula, charge and spin at 1.185 eV. Its energy is -8776.510 eV. For the orbital gap, the calculation gives 10.75 eV. The charge is 0.

The following is a DFT calculation (wB97M-V/def2-TZVPD) of a single C7H9N5O2 molecule at a distorted geometry.

```
23
Properties=species:S:1:pos:R:3:forces:R:3:mulliken_charge:R:1
N -1.5070 -1.3105 -2.3454 -2.6 -2.8 -0.8 -0.640
C -2.4940 -0.8264 -1.2948 4.4 1.9 -1.8 -0.220
N -2.2189 0.5992 -1.6502 -0.4 0.2 4.3 -0.780
C -1.3268 1.2466 -0.9259 -3.7 0.3 -3.4 0.498
O -1.3760 2.5588 -1.3407 3.3 0.2 2.3 -0.479
C -0.4147 0.6022 0.0142 1.5 -0.4 0.7 0.644
N 0.7826 1.1203 0.4057 -0.7 -1.8 0.2 -0.615
C 1.5886 0.2726 1.1055 -1.2 0.6 0.1 0.547
C 2.9155 0.8651 1.4462 1.4 -0.7 1.1 -0.425
O 3.4988 0.2175 2.6649 -1.1 0.6 -0.9 -0.532
C 1.2084 -1.0295 1.5167 -0.1 1.2 -1.3 -0.387
N -0.0104 -1.5025 1.2150 0.5 0.6 -0.8 -0.651
C -0.7769 -0.7274 0.4047 0.0 -0.1 0.9 0.241
N -2.0153 -1.2167 0.0398 -1.0 -1.0 -0.2 -0.144
H -0.6115 -0.8939 -2.1805 0.2 0.4 -0.1 0.332
H -1.9156 -1.0310 -3.2634 1.0 -0.2 1.0 0.310
H -3.5320 -1.0269 -1.5205 0.1 -0.6 0.2 0.361
H -2.1527 2.6520 -1.8662 -1.0 -0.3 -0.6 0.382
H 2.7723 1.9589 1.5275 0.4 -0.6 0.0 0.369
H 3.6059 0.5629 0.6470 0.0 0.7 -0.1 0.208
H 4.1931 0.7385 3.0940 -0.4 0.2 -0.6 0.279
H 2.0250 -1.6284 1.9499 -1.1 0.0 0.3 0.388
H -2.2385 -2.2015 0.3562 0.6 1.7 -0.7 0.313
```
Positions in Å, forces in eV/Å.

The calculation puts the energy above the lowest of the compared OMol25 structures with the same formula, charge and spin at 2.839 eV. Its energy is -18948.535 eV. For the orbital gap, the calculation gives 7.84 eV. Its SMILES is N[C@@H]1N=C(O)c2nc(CO)cnc2N1. The charge is 0.

- What is the formula in the first record?
  C3H16NO4

- Among the records above, which one has the highest orbital gap?
  C3H5NO2